This record from the OMol25 dataset describes a gas-phase ion, C20H35N2OS (charge +1). The level of theory is ωB97M-V/def2-TZVPD.

Structure (XYZ):
```
59
C20H35N2OS ωB97M-V/def2-TZVPD
C -6.21224 -0.45875 -1.25220
C -5.13558 0.59163 -1.01284
C -3.84072 -0.04690 -0.50697
C -2.76859 1.01006 -0.26084
N -1.46430 0.40282 0.09735
C -1.41496 -0.03947 1.51132
C -0.41266 -1.17155 1.71341
C -0.33592 -1.62073 3.17445
C 0.29495 -0.57988 4.09227
C -0.32040 1.28258 -0.24721
C 0.12582 1.07521 -1.69736
N 0.90008 -0.13862 -1.88235
C 0.36673 -1.36916 -1.81842
O -0.80955 -1.54891 -1.50071
C 1.29439 -2.51515 -2.07733
S 1.99560 -3.01393 -0.44905
C 3.67670 -2.27284 -0.52337
C 3.63563 -0.78735 -0.40172
C 3.23183 -0.19665 0.79107
C 3.13182 1.17738 0.89894
C 3.44091 2.00475 -0.17731
C 3.36237 3.49246 -0.04849
C 3.85827 1.41424 -1.36415
C 3.94831 0.03522 -1.48055
H -5.88081 -1.18603 -1.98905
H -6.44749 -0.98538 -0.33074
H -7.12074 0.01006 -1.61847
H -4.93860 1.12685 -1.94373
H -5.49288 1.31798 -0.28031
H -4.05974 -0.59830 0.40817
H -3.47805 -0.76180 -1.24848
H -3.07134 1.69485 0.53590
H -2.63835 1.59116 -1.17602
H -1.34614 -0.46983 -0.53321
H -1.16849 0.82387 2.13334
H -2.40538 -0.39496 1.79565
H 0.58438 -0.86655 1.39128
H -0.71277 -2.02158 1.09790
H -1.33559 -1.86873 3.53393
H 0.26172 -2.53199 3.21201
H 1.27414 -0.28320 3.72279
H 0.42348 -0.99565 5.08734
H -0.32666 0.30738 4.18373
H -0.60908 2.32348 -0.08570
H 0.52287 1.05282 0.40797
H 0.75421 1.91190 -2.00107
H -0.74735 1.03825 -2.35768
H 1.89668 -0.03735 -2.04237
H 0.72990 -3.37323 -2.43852
H 2.10877 -2.27354 -2.75433
H 4.18676 -2.72725 0.32583
H 4.15010 -2.60530 -1.44616
H 3.00762 -0.82894 1.63802
H 2.83195 1.62071 1.83801
H 2.61940 3.78648 0.68923
H 3.12657 3.95907 -1.00208
H 4.32635 3.88119 0.27921
H 4.12576 2.03785 -2.20450
H 4.30026 -0.40073 -2.40580
```

Calculated values
- HOMO energy (eV) = -11.575
- net charge = +1
- strongest force on any atom (eV Å⁻¹) = 0.72
- E (eV) = -37166.8659
- HOMO-LUMO gap (Ha) = 0.3528
- SMILES = CCCC[NH+](CCCC)CCNC(=O)CSCc1ccc(C)cc1
- energy relative to the best compared isomer or geometry (same formula, charge and spin) (kcal per mole) = 0.5

---

This record from the OMol25 dataset describes a molecular structure, C20H35N5 in a non-equilibrium geometry. The level of theory is ωB97M-V/def2-TZVPD.

Structure (XYZ):
```
60
C20H35N5 ωB97M-V/def2-TZVPD
C 0.30617 -1.28570 -2.43888
C 0.27273 -2.21259 -1.17456
C 0.10303 -1.47370 0.12835
C 0.95712 -0.26211 0.36311
N 1.59329 0.71074 0.56567
H 1.09219 -0.53197 -2.39227
H -0.64285 -0.75515 -2.36175
H 0.39070 -1.81219 -3.38953
H 1.24261 -2.70994 -1.18256
H -0.53389 -2.94044 -1.26247
H 0.39849 -2.14291 0.93641
H -0.95411 -1.20876 0.14739
C 2.46272 3.32649 2.18110
C 1.57722 2.18430 1.51239
C 0.02532 2.50820 1.39115
C -0.33307 3.84732 0.90905
N -0.58145 4.91120 0.55739
H 3.54040 3.17909 2.25176
H 2.05770 3.42902 3.18786
H 2.22312 4.31934 1.80039
H 1.74276 1.19958 1.94947
H 1.83746 2.05805 0.46147
H -0.29733 2.58501 2.42947
H -0.40872 1.69939 0.80333
C -0.86626 -3.79696 1.10535
C -2.40273 -3.72856 1.18389
C -2.99632 -2.49482 0.62154
C -2.58191 -2.06645 -0.71479
N -2.28074 -1.71760 -1.78907
H -0.41279 -2.89905 1.52514
H -0.67390 -3.78123 0.03258
H -0.24870 -4.57599 1.55238
H -2.73784 -3.97319 2.19183
H -2.61545 -4.60194 0.56739
H -2.96026 -1.68371 1.34879
H -4.06286 -2.71734 0.58893
C 3.21546 0.56434 -3.20413
C 4.01538 1.10465 -2.02514
C 3.70375 0.69440 -0.59901
C 4.28151 1.50056 0.47709
N 4.77987 2.15552 1.23012
H 2.19278 0.92806 -3.30384
H 3.32992 -0.51943 -3.18340
H 3.74884 0.91864 -4.08623
H 3.82153 2.17651 -2.06542
H 5.09193 0.98715 -2.14898
H 3.99261 -0.33024 -0.36494
H 2.61885 0.73180 -0.50043
C -2.08835 0.59878 -0.58622
C -3.60315 0.82583 -0.33446
C -3.94135 0.40118 1.11810
C -3.48253 1.29430 2.17142
N -3.05902 1.92634 3.02845
H -1.86674 0.89077 -1.61274
H -1.84654 -0.44587 -0.39041
H -1.39410 1.24494 -0.04900
H -4.12822 0.15148 -1.01094
H -4.00494 1.80758 -0.58509
H -3.58720 -0.62770 1.18194
H -5.02213 0.43495 1.25556
```

Calculated values
- HOMO energy (eV) = -7.565
- net charge = 0
- strongest force on any atom (eV Å⁻¹) = 16.79
- E (eV) = -28743.8797
- HOMO-LUMO gap (Ha) = 0.2799
- energy relative to the best compared isomer or geometry (same formula, charge and spin) (kcal per mole) = 312.8

---

This record from the OMol25 dataset describes 5 unconnected molecules or ions with the total composition C20H35N5 in a non-equilibrium geometry. The level of theory is ωB97M-V/def2-TZVPD.

Structure (XYZ):
```
60
C20H35N5 ωB97M-V/def2-TZVPD
C -4.28204 -0.20615 0.53964
C -2.82109 -0.50681 1.05020
C -1.71117 0.52872 0.58448
C -2.04709 1.96171 0.84693
N -2.11151 3.09224 1.06169
H -4.68905 0.56058 1.19885
H -4.90340 -1.05932 0.81188
H -4.48629 0.08349 -0.49113
H -2.50756 -1.50109 0.73205
H -2.84761 -0.57017 2.13804
H -1.58134 0.34964 -0.48284
H -0.81638 0.28950 1.15914
C 2.27125 1.93898 0.69233
C 1.77927 3.39926 0.41503
C 1.85875 4.18820 1.74018
C 1.66764 5.67875 1.70181
N 1.43984 6.84481 1.59934
H 2.20250 1.32049 -0.20257
H 1.41210 1.56346 1.24817
H 3.10320 1.63531 1.32774
H 0.79152 3.58033 -0.00882
H 2.48784 3.79049 -0.31501
H 2.72446 3.87818 2.32546
H 0.94846 3.87935 2.25406
C 1.79466 4.84043 -4.83864
C 0.44707 5.17174 -4.16371
C 0.27721 4.56607 -2.71559
C 0.00250 3.17582 -2.53836
N -0.19570 2.07253 -2.48005
H 1.76418 5.25621 -5.84576
H 1.79762 3.75379 -4.92406
H 2.60778 5.32317 -4.29651
H -0.34585 4.89426 -4.85825
H 0.48633 6.24581 -3.98223
H -0.60234 5.00450 -2.24414
H 1.24856 4.86591 -2.32230
C 3.51800 -1.73641 -0.01683
C 2.72536 -2.97760 -0.49506
C 2.00301 -3.72096 0.67888
C 0.98228 -2.84830 1.32465
N 0.19221 -2.15096 1.80799
H 3.68894 -1.11503 -0.89590
H 4.46945 -1.96257 0.46452
H 2.89016 -1.19507 0.69089
H 3.37033 -3.69642 -1.00045
H 1.91729 -2.61316 -1.12934
H 2.64310 -4.25229 1.38320
H 1.39014 -4.51457 0.25147
C -2.82049 -4.35061 1.25137
C -3.06983 -5.83492 1.63643
C -1.85881 -6.71569 1.74619
C -0.57666 -6.24729 2.34117
N 0.44858 -5.92256 2.84819
H -2.67919 -3.99627 0.23030
H -1.95362 -4.05035 1.83998
H -3.54574 -3.69972 1.73969
H -3.81750 -6.26251 0.96842
H -3.42206 -5.61856 2.64500
H -1.56527 -6.76910 0.69781
H -2.09419 -7.63953 2.27458
```

Calculated values
- HOMO energy (eV) = -11.053
- net charge = 0
- strongest force on any atom (eV Å⁻¹) = 4.86
- E (eV) = -28755.0519
- HOMO-LUMO gap (Ha) = 0.4245
- SMILES = CCCC#N.CCCC#N.CCCC#N.CCCC#N.CCCC#N
- energy relative to the best compared isomer or geometry (same formula, charge and spin) (kcal per mole) = 55.2